Entry 1:
Density functional theory data (ωB97M-V with the def2-TZVPD basis set) for 3 unconnected molecules or ions with the total composition C6H18NO2S.

CARTESIAN COORDINATES (ANGSTROEM)
C  1.2082  0.4338  -1.1271
C  2.3193  -0.3206  -1.8390
S  1.9230  -2.1288  -1.8473
C  0.7785  0.1372  0.2665
N  -0.6149  0.3692  0.7875
C  -0.8194  1.7776  1.1964
C  -1.1241  2.7847  0.0896
C  -1.6838  -0.0260  -0.2571
H  1.5124  1.5759  -1.1695
H  0.3044  0.6327  -1.8104
H  3.3633  -0.1657  -1.4525
H  2.2682  -0.0161  -2.8565
H  0.9357  -1.0055  0.4919
H  1.3347  0.5470  1.1028
H  0.0126  2.0856  1.9024
H  -1.7075  1.6625  1.8499
H  -0.6643  2.4327  -0.8359
H  -2.1555  2.7623  -0.1963
H  -0.9905  3.8345  0.3630
H  -2.6304  0.4139  0.0040
H  -1.3804  0.3872  -1.2408
H  -1.6591  -1.0623  -0.6158
H  0.7597  -3.1579  -0.1610
H  1.6407  -3.2782  1.1384
O  0.7618  -3.4657  0.8505
H  -0.7228  -2.9976  1.7253
H  -1.4087  -1.6382  1.7215
O  -1.5613  -2.5743  1.9196

Its largest force on an atom is 0.0993 Eh/bohr. Its energy above the lowest of the compared OMol25 structures with the same formula, charge and spin is 30.4 kcal/mol. Its HOMO-LUMO gap is 6.443 eV. As for the highest occupied orbital energy: -3.12 eV. The total charge is -1. The calculation puts the energy at -22933.963 eV.


Entry 2:
Density functional theory data (ωB97M-V with the def2-TZVPD basis set) for 5 unconnected molecules or ions with the total composition C6H18NO5.

CARTESIAN COORDINATES (ANGSTROEM)
O  0.2488  2.0308  -0.4656
C  0.8034  2.5764  0.4543
C  2.1143  2.0015  0.9757
C  1.9411  0.7458  1.9229
C  0.8625  -0.1173  1.4224
C  -0.4552  -0.0076  1.7034
N  -1.3716  -0.7379  0.9360
C  -1.3794  -0.8100  -0.3357
H  0.3233  3.3873  1.0035
H  2.9588  2.6007  1.3543
H  2.7136  1.5991  0.1267
H  1.7158  1.1233  2.9488
H  2.8840  0.2264  1.8797
H  1.0363  -0.7654  0.5714
H  -0.6698  0.4226  2.6819
H  -2.3459  -0.7760  1.4806
H  -0.7908  -0.4066  -1.1448
H  -2.2573  -1.3337  -0.7275
H  -3.4527  1.2309  1.0021
H  -4.4880  0.2035  0.3982
O  -3.6191  0.3015  0.8130
H  0.1077  -3.4848  -1.0272
H  -1.0786  -3.5144  -2.0047
O  -0.6220  -2.9562  -1.3668
H  -1.9516  0.6958  -3.5345
H  -0.9031  -0.3941  -3.1660
O  -1.8346  -0.1702  -3.1240
H  3.9892  -1.1959  -1.6547
H  2.4036  -1.2903  -1.8733
O  3.1175  -1.1852  -1.2502

Its largest force on an atom is 0.0716 Eh/bohr. Its energy above the lowest of the compared OMol25 structures with the same formula, charge and spin is 7.4 kcal/mol. Its HOMO-LUMO gap is 9.291 eV. As for the highest occupied orbital energy: -12.81 eV. The total charge is +1. The calculation puts the energy at -18232.690 eV.


Entry 3:
Density functional theory data (ωB97M-V with the def2-TZVPD basis set) for 3 unconnected molecules or ions with the total composition C6H18O2.

CARTESIAN COORDINATES (ANGSTROEM)
C  -0.6756  -1.3450  2.7745
C  0.0399  -0.7804  1.5753
C  0.3207  0.7367  1.7243
C  1.2530  0.8618  3.0406
C  1.0380  1.2591  0.5449
C  0.3574  1.1050  -0.8498
H  -1.4805  -0.6853  3.1040
H  -1.1635  -2.2862  2.5240
H  -0.0550  -1.4598  3.6670
H  -0.4047  -0.8362  0.5725
H  0.9615  -1.3640  1.4792
H  -0.4895  1.3896  2.0562
H  0.7195  0.6195  3.9417
H  1.5076  1.9254  3.1484
H  2.2037  0.3553  2.9034
H  1.1281  2.3528  0.6937
H  2.0913  0.9751  0.4851
H  -0.6325  0.6412  -0.7247
H  0.2472  2.0062  -1.4468
H  0.9228  0.3256  -1.3477
H  -2.8187  -0.8679  -3.1079
H  -3.4653  -0.0340  -2.0452
O  -2.8125  0.0269  -2.7505
H  1.3938  -1.8726  -3.8956
H  1.3969  -1.1369  -5.2838
O  0.8505  -1.4106  -4.5393

Its largest force on an atom is 0.0424 Eh/bohr. Its expectation value of S² is 0.75. The spin multiplicity is 2. Its energy above the lowest of the compared OMol25 structures with the same formula, charge and spin is 0.0 kcal/mol. Its HOMO-LUMO gap (alpha / beta) is 11.303 / 4.139 eV. As for the highest occupied orbital energy (alpha / beta): -13.86 / -13.86 eV. The total charge is +1. The calculation puts the energy at -10598.332 eV.


Entry 4:
Density functional theory data (ωB97M-V with the def2-TZVPD basis set) for 3 unconnected molecules or ions with the total composition C6H18O3S3.

CARTESIAN COORDINATES (ANGSTROEM)
C  -2.2441  -1.0080  2.8682
S  -2.5333  0.1161  1.4418
O  -1.8526  1.4450  1.7992
C  -1.3500  -0.6811  0.2646
H  -2.1321  -2.0729  2.6643
H  -3.0853  -0.8965  3.5523
H  -1.3452  -0.6754  3.3873
H  -1.6884  -1.6833  0.0017
H  -0.4208  -0.7818  0.8254
H  -1.0855  -0.0103  -0.5528
C  0.7364  3.2072  2.9994
S  0.6801  2.6900  1.2792
O  1.3084  3.8467  0.5027
C  2.0377  1.4158  1.5791
H  0.9718  2.3911  3.6825
H  -0.1986  3.7213  3.2224
H  1.5968  3.8699  3.0922
H  2.0098  0.8144  0.6704
H  1.8227  0.6945  2.3676
H  2.9669  1.9708  1.7074
C  0.1949  -0.9581  -2.6738
S  1.4291  -1.8698  -3.6024
O  1.5996  -3.1611  -2.7811
C  0.4163  -2.4102  -4.9964
H  -0.6951  -1.5570  -2.4802
H  -0.2216  -0.0794  -3.1662
H  0.5920  -0.5964  -1.7253
H  0.9768  -2.9788  -5.7385
H  -0.1451  -1.6483  -5.5372
H  -0.3417  -3.1146  -4.6540

Its largest force on an atom is 0.0518 Eh/bohr. Its expectation value of S² is 0.76. The spin multiplicity is 2. Its energy above the lowest of the compared OMol25 structures with the same formula, charge and spin is 1.6 kcal/mol. Its HOMO-LUMO gap (alpha / beta) is 8.252 / 3.332 eV. As for the highest occupied orbital energy (alpha / beta): -11.36 / -11.36 eV. The total charge is +1. The calculation puts the energy at -45150.308 eV.


Entry 5:
Density functional theory data (ωB97M-V with the def2-TZVPD basis set) for 3 unconnected molecules or ions with the total composition C6H18O3Si3.

CARTESIAN COORDINATES (ANGSTROEM)
C  3.2731  0.3280  2.7109
C  2.9091  0.6747  1.4854
Si  1.1115  0.5270  0.7284
O  -0.1302  0.3464  1.5572
O  1.1990  0.4374  -0.8248
Si  0.9144  0.1469  -2.4200
C  -0.4174  -1.1791  -2.4050
C  2.5069  -0.1388  -3.3037
H  4.3384  0.4218  2.9490
H  2.7258  -0.4021  3.3267
H  3.3675  1.5121  0.9841
H  0.4122  1.5043  -2.7223
H  -0.4599  -1.8804  -3.2667
H  -0.5091  -1.8435  -1.4535
H  -1.4023  -0.7615  -2.3693
H  2.3589  -0.0117  -4.4236
H  3.3147  0.6596  -3.0454
H  3.0420  -1.1168  -2.9763
C  -3.5573  -0.4597  0.2131
Si  -2.9324  1.2895  0.1597
C  -2.5565  1.9304  1.9508
O  -2.7502  2.0436  -1.1308
H  -3.7531  -1.0087  -0.8012
H  -2.8405  -1.0075  0.8253
H  -4.4939  -0.6461  0.7575
H  -1.8805  1.1288  2.2555
H  -1.9408  2.8590  1.9356
H  -3.5112  1.8697  2.4937
H  0.7704  -3.2692  3.4610
H  0.8908  -3.9542  3.3490

Its largest force on an atom is 0.0691 Eh/bohr. Its SMILES is C=C[Si](=O)O[SiH](C)C.C[Si](C)=O.[H][H]. Its energy above the lowest of the compared OMol25 structures with the same formula, charge and spin is 29.6 kcal/mol. Its HOMO-LUMO gap is 9.377 eV. As for the highest occupied orbital energy: -9.32 eV. The total charge is 0. The calculation puts the energy at -36290.545 eV.


Entry 6:
Density functional theory data (ωB97M-V with the def2-TZVPD basis set) for 5 unconnected molecules or ions with the total composition C6H18O5.

CARTESIAN COORDINATES (ANGSTROEM)
C  0.3025  -0.8670  -2.9464
C  -0.2001  -0.0377  -1.7976
C  -1.4113  -0.1025  -1.2600
C  -1.9069  0.7928  -0.1843
C  -1.8967  0.5884  1.1351
C  -2.5381  1.5229  2.0954
O  -1.5885  -0.6349  1.6712
H  -0.2551  -0.6564  -3.8500
H  1.3819  -0.9018  -3.0366
H  -0.0135  -1.8949  -2.7258
H  0.4429  0.7356  -1.3869
H  -2.1862  -0.7198  -1.7094
H  -2.2633  1.7575  -0.5330
H  -3.5455  1.8627  1.8751
H  -1.9979  2.4665  2.2584
H  -2.4129  1.1639  3.1233
H  -1.0590  -1.0746  1.0070
O  0.1093  -2.6664  -0.0549
H  -0.2176  -2.4144  0.8081
H  0.6881  -1.8940  -0.0937
O  3.0380  1.2331  -0.8807
H  2.9711  1.8851  -0.2030
H  3.1133  1.5826  -1.7698
O  2.3585  -1.2262  -0.0944
H  2.5913  -0.5614  -0.7686
H  3.1579  -1.7397  0.0562
O  1.4705  1.5935  1.9620
H  1.4323  0.9136  1.3097
H  0.6198  2.0414  1.9133

Its largest force on an atom is 0.0429 Eh/bohr. Its SMILES is C/C=C/C=C(/C)O.O.O.O.O. Its energy above the lowest of the compared OMol25 structures with the same formula, charge and spin is 65.7 kcal/mol. Its HOMO-LUMO gap is 9.014 eV. As for the highest occupied orbital energy: -8.72 eV. The total charge is 0. The calculation puts the energy at -16749.842 eV.